Record 1
Below is C35H55N7O5S2Si2Ti as an isolated structure at a distorted geometry, with properties calculated with wB97M-V/def2-TZVPD.

Each line ends with the Mulliken charge.
Cartesian coordinates (Å):
Ti 0.143 0.106 -0.151  0.157
S 0.420 0.453 2.482  -0.051
C -2.565 -0.341 2.212  0.392
N -2.959 -0.293 3.405  -0.910
N -1.975 -0.263 4.410  0.276
C -2.116 -1.116 5.468  0.301
C -3.299 -1.828 5.724  -0.333
C -3.398 -2.624 6.852  -0.519
C -2.346 -2.746 7.754  -0.528
C -1.167 -2.046 7.490  -0.438
C -1.046 -1.247 6.375  -0.430
N -2.390 -0.625 1.057  -0.198
N -1.968 0.061 -0.109  0.436
C -3.037 0.355 -0.898  -0.172
C -2.824 1.075 -2.102  -0.213
C -3.874 1.397 -2.937  -0.785
C -5.195 1.051 -2.638  -0.686
C -5.426 0.374 -1.446  -0.666
C -4.387 0.037 -0.584  -0.267
H -1.035 -0.056 4.059  -0.061
H -4.115 -1.746 5.019  0.407
H -4.317 -3.174 7.023  0.326
H -2.433 -3.377 8.629  0.347
H -0.325 -2.134 8.168  0.335
H -0.120 -0.718 6.173  0.404
H -1.813 1.345 -2.371  0.193
H -3.655 1.932 -3.857  0.354
H -6.008 1.303 -3.309  0.345
H -6.440 0.097 -1.173  0.341
H -4.601 -0.493 0.332  0.337
C -0.448 -5.158 -0.154  -1.571
C -0.548 -3.799 0.543  1.986
C 0.612 -3.623 1.512  -1.528
C -1.868 -3.733 1.297  -1.596
O -0.488 -2.700 -0.393  0.907
Si -0.042 -2.649 -1.994  0.662
S 0.109 -0.711 -2.624  -1.114
O 1.378 -3.525 -2.090  0.285
C 2.111 -3.987 -3.210  1.825
C 1.744 -3.277 -4.513  -1.502
C 3.581 -3.738 -2.899  -1.611
C 1.842 -5.483 -3.349  -1.718
O -1.056 -3.622 -2.905  0.217
C -2.381 -3.415 -3.385  1.821
C -2.421 -2.331 -4.457  -1.421
C -3.304 -3.040 -2.230  -1.186
C -2.807 -4.744 -3.987  -2.004
H -0.504 -5.946 0.602  0.559
H 0.492 -5.250 -0.698  0.189
H -1.266 -5.292 -0.868  0.215
H 0.547 -4.364 2.316  0.485
H 0.592 -2.621 1.944  0.075
H 1.563 -3.735 0.985  0.093
H -2.006 -4.657 1.865  0.454
H -2.700 -3.610 0.602  0.101
H -1.886 -2.892 1.989  0.150
H 1.870 -2.196 -4.410  0.279
H 0.697 -3.463 -4.772  0.118
H 2.383 -3.648 -5.321  0.530
H 3.763 -2.661 -2.839  0.155
H 4.225 -4.163 -3.677  0.436
H 3.837 -4.188 -1.936  0.312
H 0.769 -5.641 -3.491  0.136
H 2.153 -6.008 -2.440  0.316
H 2.384 -5.903 -4.205  0.454
H -2.092 -1.374 -4.047  0.031
H -3.443 -2.224 -4.840  0.469
H -1.752 -2.594 -5.285  0.276
H -2.932 -2.151 -1.713  -0.007
H -3.360 -3.861 -1.509  0.176
H -4.312 -2.821 -2.596  0.666
H -2.132 -5.018 -4.804  0.354
H -3.830 -4.684 -4.375  0.370
H -2.764 -5.529 -3.226  0.341
O 1.769 -1.033 0.122  -0.484
C 2.673 -0.354 -0.382  -0.132
C 4.125 -0.755 -0.422  -0.611
C 4.683 0.251 -1.426  -0.736
C 3.566 1.295 -1.537  0.104
O 3.708 2.364 -2.105  -0.777
N 2.419 0.839 -0.939  0.649
H 4.228 -1.804 -0.697  0.144
H 4.550 -0.628 0.575  0.249
H 4.812 -0.194 -2.416  0.200
H 5.621 0.727 -1.143  0.341
N -1.210 4.071 0.024  0.004
C -0.436 4.255 -1.105  -1.134
C 0.220 3.081 -1.282  -0.622
N -0.160 2.189 -0.289  2.081
C -1.014 2.819 0.470  -1.273
H -1.898 4.705 0.385  0.230
H -0.417 5.182 -1.653  0.445
H 0.949 2.803 -2.025  0.324
H -1.495 2.420 1.348  0.426
C 0.773 3.031 4.422  -1.156
Si 1.647 2.025 3.080  0.567
C 3.233 1.395 3.882  -1.187
C 2.179 3.291 1.805  -0.833
H 1.454 3.749 4.904  0.333
H 0.353 2.375 5.193  0.221
H -0.057 3.595 3.975  0.261
H 3.612 2.111 4.625  0.340
H 4.015 1.244 3.127  0.255
H 3.054 0.437 4.377  0.245
H 3.129 3.746 2.116  0.424
H 1.430 4.088 1.712  0.228
H 2.314 2.853 0.810  -0.005

Atoms 1-6, force components in eV/Å:
Ti -0.4 -0.1 -0.3
S 0.1 0.2 -0.1
C -0.2 0.0 0.3
N 0.1 0.2 -0.4
N -0.1 -0.1 0.0
C 0.0 0.1 0.0

As for the HOMO-LUMO gap (spin up / spin down): 0.1515 / 0.2155 hartree. Its energy above the lowest of the compared OMol25 structures with the same formula, charge and spin is 0.0 kJ/mol. The charge is -2. The spin multiplicity is 3. The calculation puts the LUMO energy (spin up / spin down) at 4.25 / 4.25 eV. The HOMO energy (spin up / spin down) is 0.00471 / -0.05935 Ha.

***

Record 2
Below is a 2-piece molecular cluster, C3H10N2O overall at a distorted geometry, with properties calculated with wB97M-V/def2-TZVPD.

Each line ends with the Mulliken charge.
Cartesian coordinates (Å):
O 0.905 -3.278 4.338  -0.420
C 0.901 -2.559 3.383  0.172
C -0.258 -1.692 2.989  -0.839
H 1.779 -2.448 2.711  0.275
H -1.202 -1.832 3.505  0.304
H -0.440 -1.745 1.908  0.242
H -0.001 -0.637 3.172  0.266
N -0.380 1.913 -3.561  -0.261
C -0.806 1.581 -2.207  -0.301
N 0.333 1.241 -1.455  -0.293
H 0.147 2.784 -3.610  0.296
H 0.024 1.192 -4.156  0.288
H -1.379 2.434 -1.874  0.345
H -1.504 0.752 -2.192  0.342
H 0.810 0.369 -1.675  0.291
H 1.069 1.926 -1.276  0.293

Atoms 1-6, force components in eV/Å:
O 0.2 -0.2 0.0
C -0.5 0.3 0.0
C -0.3 1.0 -0.6
H 0.1 -0.2 0.1
H 0.1 -0.5 0.3
H 0.1 -0.2 0.1

As for the HOMO-LUMO gap (spin up / spin down): 0.2992 / 0.1209 hartree. Its energy above the lowest of the compared OMol25 structures with the same formula, charge and spin is 227.3 kJ/mol. The charge is +1. The spin multiplicity is 2. The calculation puts the LUMO energy (spin up / spin down) at -3.83 / -8.68 eV. The HOMO energy (spin up / spin down) is -0.43980 / -0.43978 Ha.

***

Record 3
Below is a 4-piece molecular cluster, C43H78N2O13 overall at a distorted geometry, with properties calculated with wB97M-V/def2-TZVPD.

Each line ends with the Mulliken charge.
Cartesian coordinates (Å):
C 5.988 -2.076 0.463  -1.666
C 5.233 -1.460 1.661  0.415
C 6.178 -0.604 2.496  -0.926
C 6.705 0.626 1.768  -0.436
C 7.935 1.181 2.497  -0.684
N 9.163 0.575 1.962  -0.217
C 10.306 0.662 2.871  -0.638
C 11.422 1.524 2.327  0.282
C 11.279 2.296 1.180  -0.359
C 12.327 3.093 0.726  -0.655
C 13.526 3.139 1.422  -0.420
C 13.682 2.371 2.571  -0.449
C 12.637 1.570 3.011  0.189
O 12.780 0.830 4.179  -0.559
O 4.137 -0.678 1.257  -0.290
C 2.889 -1.326 1.287  0.414
C 1.786 -0.293 1.343  -0.880
O 1.658 0.148 2.687  -0.420
C 0.969 1.370 2.871  0.146
C 0.430 1.341 4.302  -1.168
N -0.130 2.604 4.754  -0.564
C -0.168 1.602 1.887  0.175
C -1.393 0.936 1.969  0.227
C -2.426 1.201 1.071  -0.861
C -2.255 2.152 0.064  -0.476
C -1.038 2.816 -0.039  -0.855
C -0.012 2.542 0.865  -0.113
C 2.657 -2.332 0.144  -1.709
C 3.175 -1.822 -1.209  0.577
C 2.142 -1.333 -2.174  -0.521
O 3.145 -0.469 -1.390  -0.471
H 5.563 -3.039 0.194  0.351
H 5.863 -1.421 -0.393  0.359
H 7.043 -2.182 0.688  0.414
H 4.927 -2.297 2.297  0.342
H 5.723 -0.338 3.447  0.306
H 7.021 -1.254 2.741  0.454
H 7.012 0.394 0.753  0.297
H 5.946 1.402 1.780  0.238
H 8.017 2.254 2.340  0.284
H 7.824 0.971 3.565  0.435
H 8.953 -0.396 1.775  0.203
H 10.693 -0.324 3.114  0.364
H 9.999 1.116 3.814  0.309
H 10.337 2.252 0.658  0.402
H 12.168 3.683 -0.163  0.385
H 14.342 3.763 1.096  0.374
H 14.614 2.416 3.111  0.428
H 13.434 0.146 4.023  0.312
H 2.820 -1.887 2.225  0.530
H 2.020 0.514 0.653  0.414
H 0.860 -0.788 1.057  0.305
H 1.634 2.235 2.790  0.352
H 1.248 1.060 4.959  0.517
H -0.342 0.585 4.375  0.253
H -0.926 2.870 4.194  0.212
H 0.559 3.342 4.753  0.290
H -1.569 0.206 2.745  0.386
H -3.359 0.672 1.174  0.403
H -3.069 2.329 -0.619  0.422
H -0.911 3.541 -0.828  0.422
H 0.915 3.087 0.766  0.401
H 1.602 -2.485 -0.040  0.563
H 3.147 -3.283 0.335  0.352
H 3.998 -2.356 -1.655  0.506
H 2.535 -1.160 -3.164  0.062
H 1.271 -0.814 -1.808  0.212
C -3.613 1.514 5.563  -0.734
O -4.572 0.919 4.712  -0.201
C -4.686 -0.488 4.811  -0.408
C -6.119 -0.961 4.953  -0.368
O -6.777 -0.622 6.161  -0.449
C -7.091 0.732 6.440  -0.229
C -8.166 1.363 5.578  -0.512
O -7.780 1.512 4.224  -0.308
C -8.684 0.990 3.272  -0.778
H -2.653 1.616 5.050  0.041
H -3.969 2.512 5.824  0.291
H -3.476 0.955 6.492  0.450
H -4.091 -0.872 5.646  0.393
H -4.289 -0.926 3.884  0.276
H -6.081 -2.054 4.960  0.418
H -6.714 -0.680 4.083  0.084
H -6.193 1.351 6.469  0.037
H -7.485 0.717 7.460  0.409
H -8.363 2.364 5.983  0.366
H -9.089 0.781 5.662  0.331
H -9.238 0.130 3.658  0.389
H -8.111 0.664 2.403  0.223
H -9.390 1.763 2.953  0.312
C -14.079 -0.007 -1.613  -0.793
O -12.778 0.430 -1.941  -0.296
C -12.139 1.237 -0.969  -0.563
C -10.729 0.783 -0.648  -0.251
O -10.599 -0.467 0.012  -0.383
C -10.978 -1.657 -0.659  -0.292
C -10.125 -2.069 -1.843  -0.509
O -10.217 -1.179 -2.939  -0.308
C -8.987 -0.714 -3.452  -0.802
H -14.832 0.690 -1.995  0.283
H -14.236 -0.979 -2.083  0.237
H -14.212 -0.129 -0.534  0.376
H -12.726 1.279 -0.046  0.342
H -12.069 2.255 -1.372  0.378
H -10.324 1.512 0.060  0.389
H -10.087 0.828 -1.529  0.088
H -12.037 -1.645 -0.920  0.092
H -10.860 -2.444 0.092  0.401
H -10.484 -3.050 -2.177  0.373
H -9.085 -2.186 -1.519  0.337
H -8.218 -0.649 -2.677  0.376
H -9.148 0.284 -3.861  0.244
H -8.631 -1.365 -4.258  0.282
C 4.243 -4.348 -9.233  -0.793
O 4.476 -2.984 -8.958  -0.296
C 4.005 -2.072 -9.933  -0.486
C 3.197 -0.934 -9.343  -0.271
O 1.946 -1.277 -8.771  -0.442
C 1.896 -2.055 -7.588  -0.425
C 2.382 -1.383 -6.319  -0.338
O 3.772 -1.109 -6.332  -0.292
C 4.134 0.220 -6.020  -0.764
H 5.094 -4.791 -9.760  0.277
H 4.117 -4.866 -8.281  0.235
H 3.333 -4.499 -9.821  0.383
H 3.407 -2.585 -10.694  0.338
H 4.877 -1.630 -10.431  0.370
H 2.944 -0.274 -10.177  0.404
H 3.801 -0.340 -8.654  0.065
H 2.377 -3.024 -7.729  0.118
H 0.833 -2.260 -7.438  0.413
H 2.192 -2.073 -5.487  0.267
H 1.802 -0.472 -6.140  0.402
H 3.368 0.937 -6.331  0.404
H 5.057 0.451 -6.554  0.254
H 4.317 0.333 -4.947  0.192

Atoms 1-6, force components in eV/Å:
C -0.7 0.4 0.1
C 0.9 -0.4 0.1
C 0.1 -0.3 -0.5
C 0.4 0.3 0.9
C 0.2 -0.2 -0.6
N -0.3 -0.3 0.4

As for the HOMO-LUMO gap: 0.3407 hartree. The charge is 0. The spin multiplicity is 1. The calculation puts the LUMO energy at 0.57 eV. The SMILES is C[C@@H](CCCNCc1ccccc1O)O[C@@H](CO[C@H](CN)c1ccccc1)C[C@H]1CO1.COCCOCCOC.COCCOCCOC.COCCOCCOC. The HOMO energy is -0.31984 Ha.

***

Record 4
Below is C5H8O2 as an isolated structure, with properties calculated with wB97M-V/def2-TZVPD.

Each line ends with the Mulliken charge.
Cartesian coordinates (Å):
O -1.188 1.887 1.590  -0.517
C -0.593 1.584 0.344  -0.498
C 0.321 0.395 0.534  0.208
O -0.454 -0.771 0.921  -0.452
C 0.301 -1.571 0.017  -0.087
C 0.073 -1.196 -1.403  -0.687
C 1.029 -0.385 -0.566  -0.315
H -1.544 1.053 1.929  0.344
H -1.354 1.370 -0.421  0.247
H -0.030 2.470 0.034  0.277
H 1.030 0.629 1.339  0.313
H 0.629 -2.544 0.368  0.382
H -0.885 -0.818 -1.753  0.190
H 0.593 -1.847 -2.105  0.253
H 2.073 -0.256 -0.827  0.343

Atoms 1-6, force components in eV/Å:
O -0.2 -0.2 0.1
C 0.2 0.0 -0.4
C 0.0 0.3 0.1
O 0.0 -0.1 0.1
C 0.1 -0.4 0.0
C -0.1 0.0 -0.1

As for the HOMO-LUMO gap: 0.3921 hartree. Its energy above the lowest of the compared OMol25 structures with the same formula, charge and spin is 253.5 kJ/mol. The charge is 0. The spin multiplicity is 1. The calculation puts the LUMO energy at 1.05 eV. The HOMO energy is -0.35350 Ha.